# 1
55
Properties=species:S:1:pos:R:3:forces:R:3 method="wB97M-V/def2-TZVPD" total_charge=+2 homo_energy_ev=-14.1 energy_ha=-1147.36581 orbital_gap_ev=5.32
N 2.554236 -0.575466 -0.290922 -0.4 0.1 -0.7
C 3.670000 -0.915879 0.074271 2.9 -0.7 0.1
O 4.771409 -1.229917 0.356393 -3.1 0.8 -0.5
Ag 1.172916 0.889569 -3.092091 0.3 0.1 -0.6
Ta 0.635308 -0.180112 -0.514985 1.0 -1.4 1.5
N -0.343177 -1.728990 -1.242532 0.4 1.4 -0.6
N 0.125747 1.662624 -1.045976 -0.6 -0.3 0.0
C -0.186841 -3.190459 -0.976684 0.0 -0.4 -0.1
C 0.681450 3.044551 -1.165430 0.0 -0.3 -0.2
C 0.963904 -3.688829 -1.841840 0.2 -0.2 -0.1
C -1.476460 -3.938739 -1.337246 -0.1 0.0 0.1
C 0.131461 -3.419691 0.487649 -0.1 -0.2 0.3
C 0.310822 3.541839 -2.566894 0.0 0.5 0.3
C 0.076840 3.980415 -0.117392 0.1 0.3 0.0
C 2.187741 2.951672 -0.990183 0.2 0.4 0.2
H 0.699474 -3.614367 -2.900798 0.2 -0.2 0.1
H 1.175147 -4.739644 -1.598727 0.0 0.3 -0.2
H 1.873184 -3.098588 -1.668340 -0.1 -0.2 0.0
H -2.334191 -3.477609 -0.834435 0.1 -0.2 -0.1
H -1.396432 -4.982539 -1.000204 0.0 0.3 -0.1
H -1.648618 -3.957254 -2.419364 -0.1 0.0 0.3
H 1.111590 -3.008962 0.768046 -0.1 -0.1 0.0
H 0.167182 -4.507615 0.660793 0.1 0.5 0.0
H -0.653900 -3.004873 1.134754 0.3 -0.1 -0.1
H 0.629986 2.832640 -3.364415 0.0 0.4 0.0
H 0.821589 4.496157 -2.768372 -0.4 -0.3 -0.1
H -0.779083 3.647135 -2.638974 0.4 0.2 -0.2
H -0.973393 4.202303 -0.336725 0.2 0.0 0.2
H 0.617574 4.936629 -0.166320 -0.2 -0.3 0.1
H 0.171771 3.590113 0.903759 0.0 0.0 -0.3
H 2.455999 2.539125 -0.003062 0.0 0.2 -0.3
H 2.613857 3.967296 -1.081639 0.0 -0.6 0.1
H 2.665974 2.329127 -1.767637 0.0 0.1 0.1
C -1.377582 1.567191 -1.014175 0.2 0.4 -0.3
H -1.679991 0.566635 -0.637163 -0.2 0.2 -0.1
H -1.768713 2.323504 -0.311801 0.1 -0.6 -0.2
H -1.823801 1.733773 -2.013922 0.2 -0.2 0.5
C -0.925253 -1.424736 -2.589704 -0.3 -0.4 0.4
H -1.995682 -1.163713 -2.523286 0.4 -0.2 -0.2
H -0.390850 -0.585641 -3.088834 -0.3 -0.2 0.0
H -0.781400 -2.298878 -3.248707 -0.1 0.6 0.2
C 0.610980 -0.018244 1.579525 -1.1 0.2 0.9
C -0.458636 0.251608 2.637679 0.3 0.0 -0.3
C -1.456085 -0.698191 2.905711 0.3 0.4 0.3
C -2.179651 -0.611321 4.099862 -0.1 -0.1 -0.2
C -1.956851 0.442563 4.990078 0.4 0.1 -0.4
C -1.038899 1.452454 4.658029 -0.3 -0.3 0.0
C -0.304390 1.366772 3.476216 -0.1 -0.3 0.0
H 1.409203 0.754345 1.609962 -0.2 -0.2 0.2
H 1.097542 -0.996191 1.778138 -0.2 0.3 0.1
H -1.625272 -1.501333 2.186102 0.0 0.1 0.4
H -2.910893 -1.387377 4.345885 0.2 0.3 -0.1
H -2.475954 0.463679 5.945888 0.1 0.1 -0.3
H -0.888823 2.280742 5.349358 0.0 -0.2 -0.2
H 0.427934 2.130680 3.210698 -0.1 -0.2 0.2

# 2
62
Properties=species:S:1:pos:R:3:forces:R:3 method="wB97M-V/def2-TZVPD" total_charge=+1 homo_energy_ev="-10.4 / -11.2" energy_ha=-13196.80768 orbital_gap_ev="6.67 / 5.93" spin_multiplicity=5
Os -0.602794 -0.744894 1.705347 -1.1 -0.5 0.2
Se -0.374619 -0.594840 4.119202 0.2 -0.1 0.1
Te -2.661623 -0.950116 4.980647 -0.2 0.0 -0.1
Te -3.695629 -2.640486 3.125688 0.1 0.0 0.1
Se -1.847459 -3.191728 1.656739 0.1 0.5 0.0
C -0.919910 -2.096301 -1.810023 0.0 0.0 0.1
As -0.775180 -0.497380 -0.730179 0.1 0.1 -0.5
C -2.294391 0.475766 -1.412215 0.0 0.0 0.1
C 0.682027 0.580597 -1.428676 0.1 -0.1 0.0
C 2.142422 0.088387 -1.342582 0.0 -0.1 0.0
C 2.980879 1.210416 -1.975654 0.0 0.1 0.0
C 2.634284 -0.049361 0.112815 -0.2 -0.1 -0.1
As 1.748562 -1.213279 1.409585 0.6 0.2 0.2
C 2.095870 -3.082789 1.086435 -0.2 0.0 0.0
C 2.888791 -0.889204 2.937892 -0.1 0.0 0.0
C 2.320489 -1.222267 -2.139791 0.0 0.2 0.1
As 4.139622 -1.640231 -2.830339 0.1 0.0 0.0
C 4.774489 -2.861557 -1.433273 0.0 0.0 0.0
C 3.514692 -3.044116 -4.041200 0.0 0.0 0.0
H -0.756306 -1.846864 -2.855473 0.0 0.0 -0.1
H -1.931763 -2.473649 -1.674080 0.0 0.0 0.0
H -0.216329 -2.862483 -1.498058 0.0 0.0 0.0
H -2.216019 0.479676 -2.496248 0.0 0.0 -0.1
H -2.301818 1.497482 -1.043085 0.0 0.0 0.0
H -3.209372 -0.030153 -1.115186 0.0 0.0 0.0
H 0.570784 1.518783 -0.880880 0.0 0.1 0.0
H 0.440700 0.784435 -2.473024 0.0 0.0 -0.1
H 2.736595 2.172662 -1.519354 0.0 0.0 0.0
H 2.779857 1.279746 -3.047756 0.0 0.0 0.0
H 4.049730 1.035595 -1.852875 0.0 0.0 0.0
H 2.567710 0.918498 0.615841 0.0 0.1 0.0
H 3.684742 -0.338133 0.119661 0.1 0.0 0.0
H 3.164131 -3.250552 1.034789 0.2 -0.1 0.0
H 1.611902 -3.437044 0.181347 0.0 0.0 -0.1
H 1.675009 -3.609181 1.940940 0.0 -0.1 0.0
H 3.925769 -1.033663 2.646817 0.1 0.0 0.0
H 2.634173 -1.581826 3.737359 0.0 0.0 0.0
H 2.747692 0.130274 3.290744 0.0 0.0 0.0
H 1.718375 -1.162253 -3.049917 0.0 0.0 0.0
H 1.951500 -2.079351 -1.576906 0.0 -0.1 0.0
H 4.934537 -2.332483 -0.494750 0.0 0.0 0.0
H 5.734889 -3.264396 -1.753291 0.0 0.0 0.0
H 4.078106 -3.688084 -1.283883 0.0 0.0 0.0
H 3.041275 -2.593867 -4.913059 0.0 0.0 0.0
H 2.805245 -3.708003 -3.542313 0.0 0.0 0.0
H 4.370380 -3.628249 -4.378742 0.0 0.0 0.0
O -0.995429 1.706395 1.391645 -0.2 0.2 0.0
C -2.198600 1.443447 1.614918 0.2 0.0 0.0
O -2.558434 0.231734 1.819475 0.3 -0.1 0.0
C -3.245201 2.499138 1.631553 0.1 0.1 0.0
C -4.565922 2.159623 1.371890 -0.2 -0.1 0.0
C -5.542260 3.140757 1.354913 -0.1 -0.1 0.0
C -5.167583 4.440571 1.625603 -0.1 0.1 0.2
C -3.864529 4.805708 1.901678 0.1 0.0 0.0
C -2.891129 3.819754 1.892723 0.0 0.0 -0.1
N -6.218353 5.491016 1.616186 0.2 0.1 -0.6
O -5.884871 6.615189 1.919127 0.0 0.0 0.2
O -7.319130 5.168414 1.222178 0.0 -0.1 0.2
H -4.829114 1.126442 1.185490 0.0 0.0 0.0
H -6.577040 2.914829 1.142977 0.0 0.0 0.0
H -3.628482 5.838667 2.114010 0.0 0.0 0.0
H -1.855965 4.064782 2.086628 0.0 0.0 0.0

# 3
57
Properties=species:S:1:pos:R:3:forces:R:3 method="wB97M-V/def2-TZVPD" total_charge=+1 homo_energy_ev=-10.1 energy_ha=-3702.33453 orbital_gap_ev=6.91
C -4.997424 -0.988419 -3.930105 1.6 0.8 -1.6
C -3.726556 -0.086374 -3.774275 0.4 -0.5 0.2
C -3.748152 1.434470 -4.091943 -0.8 -0.7 0.5
C -2.573032 -0.694321 -3.376293 0.2 0.6 0.6
C -1.640991 -0.157914 -2.244943 0.5 0.0 -1.6
C -1.807317 -0.999164 -0.931377 -0.7 -0.3 -0.1
C -2.078990 -0.152642 0.351177 0.0 -0.3 0.2
C -2.394769 -1.085413 1.582590 -0.6 0.8 -0.8
C -0.978558 0.902291 0.696985 -0.6 -0.4 0.4
C 0.337821 0.314867 1.279651 0.0 1.0 0.8
N 1.141426 -0.398018 0.250970 -0.9 2.1 -0.1
C 1.424828 0.139551 -0.932856 1.2 -1.3 -1.8
N 2.139268 -0.702168 -1.733853 -0.7 -0.5 2.3
C 2.295441 -1.807118 -0.938011 -0.3 0.9 -0.3
N 2.926530 -2.929153 -1.293340 0.6 -0.2 -0.1
C 3.495591 -3.021922 -2.652519 0.3 0.2 -0.4
C 4.451260 -4.256585 -2.720621 -0.1 1.7 0.0
O 3.965850 -5.316899 -2.691461 -0.1 -1.5 0.2
Br 6.392391 -3.989605 -2.859941 -0.9 0.1 0.1
N 1.700714 -1.614383 0.266663 1.0 -0.9 -1.8
O 1.628507 -2.430839 1.344728 -0.4 0.2 0.9
H -5.309060 -0.958277 -5.001867 -0.3 -0.2 0.8
H -5.777162 -0.563372 -3.268712 0.3 -0.4 -0.4
H -4.703723 -2.020138 -3.645849 -0.5 0.7 -0.1
H -4.695833 1.636889 -4.640916 0.5 0.2 0.6
H -3.673137 2.051811 -3.171816 -0.2 -0.1 -0.7
H -2.932747 1.686453 -4.802238 -0.4 -0.2 0.7
H -2.231655 -1.617283 -3.887666 -0.9 -0.3 1.3
H -1.888985 0.909700 -2.037169 0.3 -0.7 -0.2
H -0.601612 -0.255357 -2.651392 -0.5 0.4 0.6
H -2.717497 -1.631995 -1.084819 0.7 0.4 0.2
H -0.979729 -1.737941 -0.771129 -0.4 0.6 -0.2
H -3.018915 0.420881 0.155355 0.7 -0.3 0.1
H -2.689964 -0.443388 2.442158 0.5 -0.6 -0.3
H -3.308662 -1.662652 1.313991 0.8 0.1 0.3
H -1.557917 -1.771546 1.825626 -0.5 0.4 0.0
H -1.398824 1.560009 1.496899 0.5 -0.4 -0.5
H -0.781117 1.578781 -0.163119 0.0 -0.5 0.5
H 0.204379 -0.320191 2.176346 -0.1 0.1 -0.8
H 0.952504 1.186478 1.611761 -0.3 -0.7 -0.2
H 1.142533 1.110965 -1.357529 -0.1 -0.4 1.0
H 3.007568 -3.727132 -0.673494 -0.1 0.2 -0.3
H 3.990865 -2.066981 -2.929722 -0.4 -0.7 0.3
H 2.652854 -3.248307 -3.343372 0.8 0.2 0.2
H 2.018124 -3.299208 1.142622 -0.1 0.4 -0.3
C 3.269078 4.307791 5.104174 0.0 0.0 0.0
C 2.270412 3.371604 5.775960 0.3 0.2 0.1
C 1.591188 2.416969 4.788835 -0.2 0.4 0.0
C 0.839480 3.185599 3.768402 0.5 -0.8 0.6
N 0.259703 3.781381 2.982317 -0.3 0.2 -0.5
H 2.781547 4.962067 4.378749 0.0 -0.1 0.0
H 3.748028 4.947051 5.846377 0.0 0.0 0.0
H 4.049939 3.743540 4.587870 0.0 0.0 0.0
H 1.514044 3.968441 6.290849 0.0 -0.1 0.0
H 2.788490 2.784332 6.537170 -0.1 -0.1 0.0
H 0.897751 1.760049 5.316869 0.0 0.0 -0.1
H 2.334218 1.792733 4.287253 0.0 0.0 0.0

# 4
53
Properties=species:S:1:pos:R:3:forces:R:3 method="wB97M-V/def2-TZVPD" total_charge=+1 homo_energy_ev=-11.3 relative_energy_kcal_mol=2.4 energy_ha=-1369.65901 orbital_gap_ev=8.85
C -7.334388 -0.282934 -0.103369 0.4 0.0 0.1
C -6.031194 -0.396829 0.667801 -0.5 -0.1 0.4
O -4.979684 -0.794389 -0.221075 0.3 0.2 -0.4
C -3.766608 -0.193388 -0.123967 0.1 -0.2 0.1
C -3.588439 1.186218 -0.298302 0.2 0.0 0.0
Cl -4.935631 2.203322 -0.662126 0.0 0.0 0.0
C -2.340625 1.782162 -0.235132 0.0 -0.1 0.0
C -1.208841 1.008169 -0.024954 -0.1 -0.2 0.0
C 0.128941 1.713091 0.010352 -0.6 0.4 -0.2
N 1.232401 0.799010 0.371962 -0.1 -0.4 -0.1
C 2.637103 1.356713 0.515732 0.5 0.2 0.2
C 2.958818 2.237257 -0.681677 -0.1 -0.1 0.0
C 2.676489 2.184563 1.798797 -0.1 -0.1 -0.1
C 3.569465 0.143267 0.692269 -0.1 -0.1 -0.3
C 3.912513 -0.829125 -0.467313 0.0 0.0 0.1
C 4.593635 -2.033630 0.199770 -0.1 0.2 -0.1
C 4.908893 -0.219146 -1.457666 -0.2 -0.1 0.1
C 2.691712 -1.349616 -1.236815 0.4 0.0 0.1
C -1.354011 -0.359060 0.112577 -0.1 0.1 0.0
C -2.609052 -0.975856 0.069241 0.0 0.2 0.0
O -2.541742 -2.313199 0.214494 0.2 0.3 0.0
C -3.695710 -3.135781 0.232901 -0.4 -0.4 -0.1
H -8.146061 -0.062994 0.583673 -0.1 0.0 0.1
H -7.272505 0.509773 -0.843572 0.0 0.1 0.0
H -7.544279 -1.218355 -0.614279 -0.1 -0.1 0.0
H -6.116615 -1.180348 1.433802 0.1 0.1 -0.1
H -5.784381 0.543240 1.166809 0.0 -0.1 0.0
H -2.260141 2.847801 -0.373358 0.0 0.2 0.0
H 0.083876 2.527787 0.735952 0.2 -0.1 -0.1
H 0.332399 2.142810 -0.972908 0.2 -0.1 0.1
H 1.282850 0.057762 -0.343200 -0.1 0.1 0.3
H 0.982120 0.350152 1.260217 0.1 -0.1 -0.2
H 2.703194 1.758203 -1.621932 0.0 0.0 -0.2
H 2.434498 3.187383 -0.619155 -0.1 0.1 0.0
H 4.022585 2.453091 -0.690687 0.1 0.0 0.0
H 1.981219 3.018688 1.761299 -0.1 0.1 0.0
H 3.670068 2.600917 1.934633 0.1 0.0 0.0
H 2.449550 1.576754 2.672148 0.0 -0.1 0.1
H 4.522260 0.532386 1.054086 0.0 0.1 0.1
H 3.158706 -0.456892 1.510308 0.0 0.0 0.1
H 5.470969 -1.719105 0.758322 0.1 0.0 0.1
H 3.916626 -2.542604 0.882541 -0.1 -0.1 0.1
H 4.913607 -2.750809 -0.550367 0.0 -0.1 -0.1
H 5.743905 0.238230 -0.934059 0.1 0.1 0.1
H 5.309479 -1.001565 -2.096734 0.0 -0.1 -0.1
H 4.454146 0.524291 -2.103318 0.0 0.1 -0.1
H 3.025189 -2.116986 -1.932489 -0.1 -0.1 -0.1
H 1.969787 -1.829508 -0.575496 -0.2 -0.1 0.1
H 2.217387 -0.580528 -1.847936 -0.1 0.1 -0.1
H -0.529170 -1.038197 0.263939 0.2 -0.1 0.0
H -4.320478 -2.927021 1.103521 0.0 0.0 0.0
H -4.284420 -3.022911 -0.677061 0.1 -0.1 0.1
H -3.310406 -4.152287 0.301810 0.0 0.1 0.0